Density functional theory data (ωB97M-V/def2-TZVPD) for 13 unconnected molecules or ions with the total composition C78H186O16P4 in a non-equilibrium geometry.

CARTESIAN COORDINATES (ANGSTROEM)
C  -13.694  -15.580  -27.731
C  -15.201  -15.852  -27.825
C  -15.976  -15.911  -26.505
C  -17.474  -16.036  -26.633
C  -18.185  -16.184  -25.322
C  -19.719  -16.444  -25.394
H  -13.436  -14.604  -27.301
H  -13.145  -15.722  -28.656
H  -13.249  -16.232  -27.008
H  -15.648  -15.036  -28.480
H  -15.359  -16.796  -28.405
H  -15.798  -14.980  -25.936
H  -15.518  -16.707  -25.947
H  -17.876  -15.208  -27.245
H  -17.645  -16.932  -27.224
H  -17.614  -16.962  -24.807
H  -17.935  -15.347  -24.679
H  -20.162  -15.832  -26.158
H  -19.910  -17.461  -25.763
H  -20.170  -16.382  -24.388
C  -16.880  -17.704  -31.978
C  -15.452  -17.151  -31.962
C  -15.366  -15.675  -31.651
C  -13.934  -15.225  -31.466
C  -13.819  -13.815  -30.909
C  -12.378  -13.395  -30.606
H  -17.543  -17.203  -32.650
H  -17.322  -17.694  -30.946
H  -16.926  -18.764  -32.294
H  -14.822  -17.735  -31.249
H  -14.939  -17.350  -32.947
H  -15.921  -15.352  -30.770
H  -15.859  -15.088  -32.408
H  -13.328  -15.862  -30.792
H  -13.364  -15.286  -32.401
H  -14.339  -13.115  -31.576
H  -14.364  -13.754  -29.938
H  -12.282  -12.318  -30.381
H  -11.947  -13.957  -29.749
H  -11.619  -13.589  -31.374
C  -14.883  -12.957  -23.586
C  -15.033  -13.692  -22.266
C  -15.534  -15.138  -22.532
C  -15.310  -16.092  -21.360
C  -15.857  -17.468  -21.616
C  -15.737  -18.417  -20.432
H  -15.772  -13.063  -24.215
H  -14.162  -13.514  -24.153
H  -14.622  -11.874  -23.534
H  -14.065  -13.701  -21.778
H  -15.732  -13.063  -21.704
H  -15.054  -15.588  -23.370
H  -16.604  -15.147  -22.800
H  -14.228  -16.238  -21.240
H  -15.785  -15.634  -20.431
H  -16.964  -17.357  -21.737
H  -15.438  -17.898  -22.540
H  -16.183  -19.432  -20.459
H  -14.666  -18.543  -20.295
H  -16.117  -17.976  -19.479
C  -9.154  -7.809  -28.635
C  -10.588  -7.874  -29.139
C  -11.022  -6.525  -29.749
C  -11.072  -5.395  -28.695
C  -11.546  -4.029  -29.363
C  -13.068  -3.891  -29.567
H  -8.888  -8.746  -28.184
H  -9.096  -7.002  -27.919
H  -8.483  -7.546  -29.491
H  -10.769  -8.790  -29.760
H  -11.284  -8.036  -28.313
H  -11.979  -6.679  -30.290
H  -10.350  -6.250  -30.570
H  -11.747  -5.648  -27.895
H  -10.083  -5.159  -28.310
H  -11.072  -3.172  -28.905
H  -11.073  -3.997  -30.339
H  -13.594  -4.035  -28.606
H  -13.305  -2.938  -30.020
H  -13.376  -4.668  -30.255
C  -18.918  -13.062  -23.577
C  -19.638  -11.800  -23.062
C  -19.118  -10.515  -23.744
C  -17.693  -10.056  -23.267
C  -17.289  -8.746  -23.908
C  -15.826  -8.360  -23.732
H  -17.813  -13.021  -23.346
H  -19.052  -13.248  -24.628
H  -19.265  -13.964  -23.007
H  -20.696  -11.903  -23.281
H  -19.516  -11.648  -21.957
H  -19.813  -9.756  -23.356
H  -19.163  -10.626  -24.845
H  -17.664  -10.100  -22.169
H  -16.957  -10.720  -23.646
H  -17.518  -8.776  -25.012
H  -18.009  -7.980  -23.595
H  -15.118  -9.094  -24.093
H  -15.655  -7.391  -24.182
H  -15.566  -8.291  -22.690
C  -7.173  -4.538  -24.599
C  -7.147  -6.065  -24.468
C  -8.390  -6.705  -23.874
C  -9.681  -6.378  -24.595
C  -10.840  -7.221  -24.245
C  -12.057  -6.898  -25.044
H  -6.149  -4.164  -24.769
H  -7.554  -4.084  -23.667
H  -7.712  -4.180  -25.498
H  -7.097  -6.473  -25.504
H  -6.265  -6.360  -23.936
H  -8.394  -6.569  -22.789
H  -8.242  -7.799  -23.994
H  -9.937  -5.322  -24.396
H  -9.602  -6.429  -25.671
H  -10.568  -8.273  -24.401
H  -10.990  -7.064  -23.148
H  -11.829  -7.053  -26.109
H  -12.900  -7.547  -24.823
H  -12.277  -5.837  -24.893
C  -10.076  -15.722  -25.637
C  -9.567  -14.302  -25.646
C  -10.570  -13.281  -26.208
C  -10.048  -11.857  -25.998
C  -11.160  -10.806  -26.461
C  -11.665  -11.032  -27.866
H  -9.536  -16.461  -25.000
H  -10.165  -16.084  -26.639
H  -11.118  -15.728  -25.275
H  -9.306  -14.032  -24.581
H  -8.608  -14.325  -26.138
H  -11.426  -13.362  -25.536
H  -10.918  -13.598  -27.170
H  -9.730  -11.671  -24.946
H  -9.122  -11.712  -26.544
H  -11.990  -10.924  -25.744
H  -10.703  -9.805  -26.339
H  -10.856  -11.384  -28.513
H  -12.416  -11.842  -27.878
H  -12.129  -10.157  -28.257
C  -15.739  -12.175  -27.229
C  -15.524  -10.804  -26.652
C  -15.287  -9.762  -27.775
C  -14.857  -8.357  -27.259
C  -14.314  -7.432  -28.349
C  -15.410  -6.944  -29.267
H  -16.412  -12.144  -28.147
H  -16.211  -12.925  -26.588
H  -14.829  -12.628  -27.613
H  -16.365  -10.424  -26.062
H  -14.652  -10.843  -25.991
H  -16.284  -9.593  -28.279
H  -14.631  -10.223  -28.515
H  -15.638  -7.857  -26.656
H  -14.086  -8.546  -26.534
H  -13.823  -6.555  -27.912
H  -13.537  -7.953  -28.898
H  -16.095  -6.370  -28.635
H  -15.086  -6.333  -30.150
H  -15.954  -7.746  -29.712
C  -12.767  -9.655  -22.827
C  -11.445  -10.283  -22.432
C  -11.590  -11.778  -22.058
C  -10.248  -12.609  -21.905
C  -10.516  -14.090  -21.699
C  -9.247  -14.909  -21.557
H  -13.197  -10.155  -23.704
H  -12.552  -8.628  -23.092
H  -13.532  -9.586  -22.080
H  -10.810  -10.250  -23.325
H  -10.923  -9.725  -21.647
H  -12.269  -12.288  -22.802
H  -12.081  -11.879  -21.068
H  -9.681  -12.370  -22.788
H  -9.670  -12.209  -21.046
H  -11.075  -14.110  -20.772
H  -11.169  -14.447  -22.503
H  -8.725  -14.727  -20.614
H  -9.543  -15.971  -21.580
H  -8.543  -14.778  -22.393
C  -20.349  -13.440  -28.102
C  -21.373  -12.744  -27.230
O  -21.337  -11.292  -27.169
P  -21.488  -10.282  -28.421
O  -22.116  -8.959  -28.051
O  -20.011  -10.057  -29.060
C  -19.288  -8.838  -28.696
C  -18.877  -8.786  -27.294
O  -22.284  -11.143  -29.502
C  -22.732  -10.612  -30.758
C  -21.665  -10.978  -31.785
H  -20.688  -13.339  -29.096
H  -19.385  -12.987  -27.880
H  -20.271  -14.533  -27.917
H  -22.377  -12.922  -27.639
H  -21.314  -13.065  -26.196
H  -18.441  -8.872  -29.369
H  -20.009  -8.085  -28.958
H  -19.720  -8.756  -26.593
H  -18.290  -9.633  -26.988
H  -18.308  -7.865  -27.109
H  -23.733  -11.029  -31.008
H  -22.930  -9.521  -30.650
H  -20.730  -10.542  -31.427
H  -21.481  -12.040  -31.844
H  -21.877  -10.505  -32.773
C  -14.405  -13.857  -35.653
C  -14.279  -12.849  -34.595
O  -15.324  -11.875  -34.752
P  -16.619  -11.945  -33.801
O  -17.271  -13.259  -33.629
O  -16.012  -11.323  -32.473
C  -16.865  -11.079  -31.293
C  -17.238  -12.307  -30.573
O  -17.629  -10.843  -34.376
C  -17.075  -9.487  -34.666
C  -16.613  -9.315  -36.082
H  -15.378  -14.363  -35.604
H  -14.322  -13.434  -36.689
H  -13.627  -14.609  -35.577
H  -14.429  -13.366  -33.632
H  -13.357  -12.298  -34.560
H  -16.267  -10.470  -30.635
H  -17.764  -10.515  -31.602
H  -17.889  -12.154  -29.715
H  -17.510  -13.071  -31.297
H  -16.256  -12.671  -30.267
H  -17.850  -8.734  -34.409
H  -16.195  -9.321  -33.985
H  -17.371  -9.581  -36.820
H  -16.271  -8.273  -36.185
H  -15.765  -9.969  -36.274
C  -12.815  -4.011  -33.877
C  -12.549  -5.207  -33.057
O  -13.805  -5.753  -32.456
P  -14.739  -6.878  -33.244
O  -15.902  -7.325  -32.396
O  -13.695  -8.006  -33.616
C  -13.126  -8.861  -32.594
C  -12.003  -9.644  -33.189
O  -15.149  -6.286  -34.671
C  -16.005  -5.115  -34.798
C  -17.423  -5.543  -35.090
H  -13.344  -3.288  -33.247
H  -11.846  -3.596  -34.168
H  -13.351  -4.255  -34.794
H  -12.104  -6.002  -33.699
H  -11.925  -5.087  -32.140
H  -12.818  -8.146  -31.845
H  -13.902  -9.527  -32.171
H  -12.402  -10.192  -34.061
H  -11.204  -8.979  -33.526
H  -11.695  -10.403  -32.506
H  -15.866  -4.569  -33.867
H  -15.603  -4.620  -35.655
H  -17.779  -6.138  -34.219
H  -18.006  -4.627  -35.124
H  -17.569  -6.108  -36.028
C  -19.088  -1.543  -33.389
C  -17.816  -0.702  -33.262
O  -17.186  -0.944  -31.969
P  -15.664  -1.522  -31.938
O  -14.865  -1.253  -33.135
O  -15.047  -0.937  -30.573
C  -14.343  0.278  -30.648
C  -15.283  1.428  -30.863
O  -15.866  -3.070  -31.674
C  -16.650  -3.566  -30.564
C  -17.601  -4.649  -30.973
H  -19.586  -1.264  -34.326
H  -18.772  -2.585  -33.373
H  -19.782  -1.372  -32.543
H  -17.103  -0.909  -34.054
H  -18.012  0.387  -33.393
H  -13.812  0.370  -29.698
H  -13.592  0.193  -31.438
H  -15.984  1.258  -31.707
H  -15.962  1.469  -30.001
H  -14.808  2.390  -30.985
H  -15.960  -3.970  -29.778
H  -17.203  -2.748  -30.112
H  -18.411  -4.216  -31.528
H  -17.048  -5.460  -31.508
H  -18.016  -5.163  -30.106

Calculated values
Net charge: 0
M: 1504.23 g mol⁻¹
Maximum force: 0.0534 hartree/bohr
Lowest unoccupied orbital energy: 0.611 eV
Electronic energy: -153830.459 eV
HOMO level: -10.275 eV